[1]
ORCA calculation (wB97M-V/def2-TZVPD) on 10 unconnected molecules or ions with the total composition C52H132N8O20 in a non-equilibrium geometry.

The net charge is -1. The HOMO energy (spin up / spin down) is 0.596 / -6.757 eV. For the LUMO energy (spin up / spin down), the calculation gives 1.8 / 1.8 eV. As for the multiplicity: 2. Its expectation value of S² is 0.75. The calculation puts the energy relative to the best compared isomer or geometry (same formula, charge and spin) at 0.0 kJ/mol. The total energy comes out at -108919.404 eV.

The geometry in XYZ format:
```
212
C52H132N8O20 | OMol25 | wB97M-V/def2-TZVPD
C -7.56792 -4.80797 -1.73392
O -7.22019 -3.86238 -0.69575
C -7.66239 -2.52584 -0.93393
C -7.06557 -1.82605 -2.12604
N -5.59219 -1.84355 -2.10963
C -5.00113 -1.51529 -3.33608
C -3.53391 -1.17311 -3.14851
O -2.72941 -2.31780 -3.01113
C -1.29887 -2.07466 -3.10244
H -8.51061 -4.63561 -2.25326
H -7.60794 -5.74358 -1.17613
H -6.74346 -4.83217 -2.44652
H -7.56371 -2.03519 0.03438
H -8.74698 -2.45765 -1.01828
H -7.43549 -0.80182 -2.17287
H -7.48079 -2.29140 -3.01999
H -5.26843 -2.67344 -1.63364
H -5.50036 -0.64266 -3.75724
H -5.07076 -2.24667 -4.14126
H -3.32949 -0.40369 -2.40398
H -3.22928 -0.70260 -4.08334
H -1.12332 -1.38262 -3.92606
H -0.83280 -3.01376 -3.40070
H -0.82635 -1.59223 -2.24682
C 0.19252 -5.13427 4.34926
O 1.12009 -4.18639 4.83495
C 0.53099 -3.22297 5.69198
C -0.41770 -2.24429 4.97899
N 0.36797 -1.45871 4.00248
C -0.40639 -0.59269 3.07846
C -1.20105 0.54253 3.79028
O -0.42412 1.10391 4.89192
C -1.16588 1.92136 5.75682
H 0.69001 -5.96523 3.84914
H -0.27436 -4.66832 3.48151
H -0.53640 -5.48840 5.07821
H 1.31140 -2.62679 6.16487
H -0.06257 -3.76992 6.42455
H -1.01701 -1.56414 5.58422
H -1.21771 -2.85236 4.55669
H 1.00749 -0.84538 4.48719
H -1.06432 -1.16569 2.42508
H 0.36695 -0.10169 2.48773
H -2.14190 0.12431 4.14805
H -1.43124 1.21419 2.96326
H -2.15222 1.55575 6.04241
H -1.19451 2.94136 5.37357
H -0.52803 2.05323 6.63080
C -7.78445 5.17453 3.25885
O -6.42474 5.18979 3.63214
C -5.70445 4.04702 3.22779
C -4.16857 4.06480 3.65958
N -3.44761 5.17815 2.97743
C -2.04376 5.27486 3.33748
C -1.22024 4.27801 2.53168
O -1.71979 4.18843 1.15003
C -1.71828 5.33322 0.28161
H -8.22328 4.17751 3.29759
H -7.90431 5.42881 2.20572
H -8.33663 5.93443 3.81180
H -5.84380 3.89397 2.15762
H -6.05927 3.17093 3.77063
H -3.68990 3.12927 3.37016
H -4.20426 4.03927 4.74869
H -3.42495 4.82686 2.03075
H -1.91300 5.10403 4.40603
H -1.66879 6.27656 3.12743
H -1.38614 3.28561 2.95086
H -0.16513 4.54395 2.59589
H -2.28869 5.07966 -0.61194
H -0.68230 5.57158 0.04075
H -2.17451 6.14870 0.84282
C 8.70367 -2.37259 5.40516
O 7.28826 -2.51013 5.15033
C 6.82504 -3.79276 5.61692
C 5.37990 -4.20999 5.16222
N 5.31425 -4.24273 3.70135
C 3.98144 -4.44362 3.18365
C 3.21287 -3.11942 2.94971
O 3.76083 -2.49920 1.82096
C 3.22053 -1.22073 1.51735
H 8.97715 -2.58837 6.43800
H 8.96174 -1.31386 5.38094
H 9.35003 -2.89448 4.69951
H 6.72669 -3.83846 6.70151
H 7.52781 -4.56331 5.29998
H 4.64639 -3.55670 5.63474
H 5.21344 -5.20442 5.57636
H 5.60684 -3.32216 3.40631
H 3.40626 -5.06547 3.86965
H 3.94358 -4.98274 2.23707
H 3.23624 -2.48222 3.83375
H 2.17124 -3.28402 2.67399
H 3.84063 -0.60366 0.86712
H 3.14485 -0.61808 2.42243
H 2.20065 -1.35918 1.15852
C 2.99338 -0.12556 -3.53171
O 3.91427 -0.19070 -4.61230
C 3.36979 -0.01612 -5.91256
C 4.35080 -0.01283 -7.02219
N 5.22932 1.15492 -6.91038
C 6.37324 1.15536 -7.80409
C 5.87433 1.27075 -9.27465
O 5.43616 0.12505 -10.00896
C 6.52103 -0.77522 -10.07453
H 2.84441 0.93088 -3.30850
H 3.36532 -0.62332 -2.63616
H 2.04954 -0.61973 -3.76210
H 2.90438 0.96909 -5.88348
H 2.56844 -0.73846 -6.06800
H 3.78378 0.03946 -7.95163
H 4.94578 -0.92527 -7.06164
H 5.54347 1.45877 -5.99984
H 6.95623 0.26293 -7.57648
H 7.06084 1.99034 -7.66952
H 6.56923 1.82471 -9.90579
H 5.00949 1.93419 -9.27744
H 7.57163 -0.48878 -10.02684
H 6.41459 -1.36522 -10.98485
H 6.31230 -1.47512 -9.26540
C -5.60752 2.53531 7.24558
O -5.90268 1.95600 5.99799
C -5.92445 0.56032 5.93212
C -6.17882 0.02195 4.50291
N -5.14062 0.39510 3.47072
C -5.42510 -0.15269 2.11792
C -4.56399 0.44878 0.97307
O -4.92491 1.81786 0.77679
C -4.21923 2.45088 -0.31050
H -4.58031 2.30549 7.52867
H -6.33754 2.21490 7.98889
H -5.58950 3.62414 7.19860
H -6.65681 0.17815 6.64324
H -4.89880 0.28998 6.18322
H -7.14987 0.33222 4.11704
H -6.29918 -1.05589 4.61191
H -4.84096 1.35862 3.42674
H -6.48881 -0.22289 1.89051
H -5.22863 -1.22247 2.18916
H -4.66280 -0.23575 0.13061
H -3.54311 0.26787 1.30949
H -4.66417 3.44362 -0.37843
H -4.51884 1.98259 -1.24806
H -3.13322 2.48441 -0.22368
C 0.72086 -3.79817 -0.06215
O 1.47853 -4.29444 -1.13715
C 2.61255 -3.53009 -1.40800
C 3.25847 -3.93119 -2.79047
N 4.00839 -5.17868 -2.74539
C 5.34062 -5.00370 -2.09106
C 6.20629 -6.25068 -2.19188
O 5.66734 -7.20248 -1.23039
C 6.36821 -8.46763 -1.15129
H 0.54950 -2.72351 -0.12405
H 1.22949 -3.93771 0.89175
H -0.22944 -4.32768 0.00611
H 3.30894 -3.61984 -0.57430
H 2.33386 -2.47760 -1.45994
H 3.87049 -3.08688 -3.10776
H 2.43531 -3.98179 -3.50317
H 3.57376 -5.81940 -2.09680
H 5.16006 -4.92309 -1.01914
H 5.89990 -4.16073 -2.49692
H 7.26975 -6.01445 -2.15534
H 6.07605 -6.77297 -3.13969
H 7.28118 -8.40362 -0.55927
H 6.53664 -8.87863 -2.14668
H 5.66745 -9.18051 -0.71674
C -3.39084 2.19650 -4.28108
O -3.45464 3.38847 -3.50406
C -2.94925 4.51840 -4.12539
C -1.48756 4.73465 -3.97035
N -0.63446 3.64263 -4.54476
C 0.71048 4.11402 -4.85530
C 1.49488 4.80733 -3.76890
O 2.75893 5.21378 -4.32236
C 3.64598 6.03381 -3.57948
H -3.61648 2.33175 -5.33886
H -4.17676 1.53004 -3.92576
H -2.41714 1.74678 -4.08677
H -3.49683 5.39323 -3.77478
H -3.13204 4.47666 -5.19915
H -1.35948 4.71561 -2.88807
H -1.18813 5.69555 -4.38880
H -1.09996 3.37508 -5.40022
H 0.62297 4.85826 -5.64686
H 1.27132 3.27328 -5.26359
H 1.71284 4.11144 -2.95875
H 0.90487 5.62191 -3.34885
H 4.53248 6.26632 -4.16954
H 3.87882 5.55544 -2.62813
H 3.09355 6.96517 -3.45500
C 2.90846 3.32982 2.19191
C 2.10527 2.19228 2.89888
O 1.74758 2.61509 4.20429
O 4.09736 3.51344 2.84819
H 2.20788 4.16364 2.14679
H 3.01690 3.02216 1.15188
H 2.61518 1.22980 2.94075
H 1.14225 2.06104 2.40545
H 0.97565 2.10987 4.46977
H 3.77111 3.55097 3.75028
C -0.19916 1.47522 -0.28050
C -0.83891 1.64122 -1.75216
O 0.28349 1.78459 -2.59789
O 0.49513 0.19516 -0.31540
H -0.96186 1.35762 0.48928
H 0.43086 2.30454 0.04104
H -1.41764 2.56367 -1.79954
H -1.43293 0.80579 -2.12269
H 0.03443 2.38087 -3.30783
H 0.83518 0.14469 -1.21173
```

[2]
ORCA calculation (wB97M-V/def2-TZVPD) on 11 unconnected molecules or ions with the total composition C52H133N7O19 in a non-equilibrium geometry.

The net charge is 0. The HOMO energy is -8.639 eV. For the LUMO energy, the calculation gives 0.4 eV. As for the multiplicity: 1. The total energy comes out at -105400.308 eV. Its SMILES is COC[C@H](C)N.COC[C@H](C)N.COC[C@H](C)N.COC[C@H](C)N.COC[C@H](C)N.COC[C@H](C)N.COC[C@H](C)N.COCCOCCOC.COCCOCCOC.COCCOCCOC.COCCOCCOC.

The geometry in XYZ format:
```
211
C52H133N7O19 | OMol25 | wB97M-V/def2-TZVPD
C -3.76943 -4.33163 2.47753
O -2.48502 -4.80921 2.81219
C -2.25056 -6.06015 2.22299
C -0.77055 -6.44193 2.39431
C 0.20504 -5.30044 2.08494
N -0.40683 -7.57856 1.55671
H -4.15150 -3.66716 3.25377
H -4.53648 -5.06640 2.21733
H -3.60378 -3.75200 1.56188
H -2.90159 -6.87407 2.57903
H -2.53655 -6.04963 1.15647
H -0.65057 -6.65475 3.46032
H 1.24309 -5.56487 2.26045
H -0.07904 -4.40672 2.64928
H 0.06458 -4.88079 1.08063
H -1.18205 -8.23849 1.54244
H -0.30044 -7.30120 0.58677
C 3.55751 -3.34832 -3.48701
O 4.09209 -2.18335 -2.87436
C 3.53089 -1.03124 -3.49593
C 4.17480 0.18083 -2.81249
C 3.68259 1.50120 -3.37720
N 5.64315 0.09435 -2.89593
H 2.54474 -3.55445 -3.13566
H 4.11228 -4.21634 -3.11842
H 3.67759 -3.29666 -4.56933
H 3.62926 -1.02984 -4.58608
H 2.45237 -1.00844 -3.29196
H 3.93377 0.13782 -1.74714
H 2.59758 1.62719 -3.31205
H 3.82743 1.48398 -4.46336
H 4.16745 2.38842 -2.97611
H 5.83271 -0.90880 -2.88101
H 5.96673 0.33671 -3.83225
C 4.29712 8.89815 -0.89967
O 4.17046 7.55270 -0.54561
C 2.85919 7.06593 -0.74945
C 2.73263 5.74750 0.02206
C 3.53680 4.63992 -0.70693
N 1.31073 5.29797 -0.00487
H 5.33141 9.22186 -0.76614
H 3.76397 9.62158 -0.26274
H 3.93556 9.06457 -1.92138
H 2.01625 7.72878 -0.52177
H 2.70462 6.83523 -1.81478
H 3.05233 5.95394 1.04714
H 4.45384 5.05469 -1.12899
H 2.92711 4.15470 -1.46306
H 3.81866 3.93793 0.07891
H 1.00110 5.42753 0.96603
H 1.35490 4.27925 0.03170
C 4.38480 -1.10515 2.34646
O 4.03263 0.27704 2.25633
C 4.61541 0.91531 1.12807
C 6.11924 0.72447 0.90899
C 6.93158 1.16080 2.13302
N 6.58435 1.45963 -0.27818
H 5.44518 -1.20404 2.61732
H 4.31619 -1.55374 1.35323
H 3.89161 -1.52597 3.21837
H 4.04180 0.64689 0.23258
H 4.47654 1.98914 1.28006
H 6.27784 -0.35195 0.75877
H 7.12094 2.23613 2.07302
H 7.85647 0.61104 2.28642
H 6.28977 1.12959 3.01975
H 6.13913 1.02040 -1.08935
H 7.57887 1.27346 -0.33750
C -1.37190 -2.06030 1.02734
O -1.33473 -0.68876 0.64436
C -0.29824 0.05635 1.27335
C 0.10753 1.25445 0.40353
C 0.80776 0.86398 -0.88285
N 0.98167 2.12531 1.17223
H -0.37594 -2.48766 0.91775
H -2.16342 -2.49345 0.41818
H -1.74733 -2.14706 2.05323
H -0.73322 0.39147 2.21948
H 0.62646 -0.52070 1.39947
H -0.78980 1.79197 0.07743
H 0.15251 0.20420 -1.46225
H 1.75816 0.33860 -0.75855
H 0.93234 1.74684 -1.51154
H 1.91435 1.73559 1.30481
H 0.62381 2.14586 2.12730
C -1.55188 -1.26563 4.27738
O -0.17745 -1.57944 4.43544
C 0.09780 -2.93764 4.70660
C 1.62098 -2.96585 4.93927
C 2.42281 -2.52949 3.73402
N 2.06876 -4.29745 5.35797
H -1.95000 -1.45019 3.27453
H -1.56025 -0.17499 4.34415
H -2.16721 -1.70701 5.06199
H -0.51953 -3.33887 5.52277
H -0.19106 -3.55096 3.83583
H 1.85969 -2.26013 5.73840
H 2.11760 -1.57335 3.30442
H 2.30231 -3.22783 2.89827
H 3.48231 -2.43368 3.96679
H 1.51668 -4.65324 6.12626
H 2.03297 -4.95811 4.59252
C -0.25633 4.84932 -3.35089
O -1.04944 4.13684 -4.29177
C -0.21945 3.29536 -5.07666
C -0.92440 1.97686 -5.40442
C -1.20130 1.05769 -4.19706
N -0.16346 1.26498 -6.42626
H -0.91812 5.51329 -2.79430
H 0.47448 5.47815 -3.87025
H 0.24310 4.23227 -2.60115
H -0.00575 3.78490 -6.03233
H 0.74608 3.07509 -4.60799
H -1.89566 2.21687 -5.84884
H -1.99952 1.37367 -3.51803
H -0.30841 0.88918 -3.59098
H -1.61137 0.12994 -4.60545
H -0.65468 0.39316 -6.57503
H 0.78601 1.07141 -6.13177
C 3.67803 0.62334 -7.06255
O 2.48024 -0.09673 -6.95199
C 2.67987 -1.42052 -7.39395
C 1.43107 -2.22432 -7.08748
O 1.13512 -2.18279 -5.70108
C -0.10534 -2.81025 -5.47745
C -0.70000 -2.79599 -4.05576
O 0.14788 -3.40082 -3.11953
C -0.11485 -3.08993 -1.78292
H 4.41856 0.35516 -6.29590
H 3.60746 1.70728 -7.11960
H 4.25012 0.34455 -7.96078
H 3.52017 -1.86066 -6.84516
H 2.88297 -1.52423 -8.46312
H 1.54781 -3.26847 -7.39577
H 0.60452 -1.75981 -7.63701
H 0.11821 -3.87816 -5.63667
H -0.94535 -2.53920 -6.12689
H -1.63221 -3.36614 -4.13509
H -0.95194 -1.75547 -3.82680
H -0.35620 -2.02523 -1.69136
H 0.68164 -3.25885 -1.05529
H -0.94895 -3.64782 -1.34102
C -4.64235 0.71308 -7.12236
O -4.88203 -0.05056 -5.97505
C -4.20969 -1.28091 -5.95593
C -4.46663 -1.94659 -4.59733
O -3.54912 -1.29472 -3.73844
C -3.75580 -1.44180 -2.33044
C -4.04318 -2.83776 -1.78652
O -4.53519 -2.85972 -0.47111
C -5.74662 -2.22393 -0.23425
H -3.58554 0.99002 -7.20827
H -5.20439 1.64453 -7.17519
H -4.94192 0.16230 -8.02368
H -3.13544 -1.18215 -6.15969
H -4.53197 -1.92097 -6.78991
H -4.26851 -3.00915 -4.73508
H -5.51196 -1.66609 -4.44044
H -4.66602 -0.83943 -2.18522
H -2.89319 -0.95716 -1.87580
H -3.06851 -3.32925 -1.73007
H -4.65694 -3.43951 -2.46409
H -6.51175 -2.41836 -0.99588
H -5.71035 -1.15490 0.00470
H -6.25196 -2.60111 0.66461
C 0.94036 5.97857 3.80649
O 0.42157 5.15027 2.81879
C -0.92300 4.68827 3.02106
C -1.04440 3.52784 4.01667
O -0.16867 2.39750 3.87112
C 0.95442 2.52431 4.73972
C 1.66598 1.19859 4.76387
O 2.89172 1.38227 5.44548
C 3.84984 0.36888 5.17327
H 1.75243 6.59896 3.42113
H 1.37984 5.45612 4.66660
H 0.24811 6.69825 4.26552
H -1.24928 4.30711 2.05718
H -1.45577 5.56331 3.39455
H -2.01644 3.08054 3.78596
H -1.11169 3.84916 5.05660
H 0.64054 2.78503 5.75601
H 1.59953 3.32807 4.37108
H 1.87770 0.78069 3.77389
H 1.02999 0.52649 5.35310
H 4.73790 0.56787 5.76496
H 4.03727 0.30098 4.09898
H 3.46124 -0.60159 5.49817
C -3.65593 0.37894 1.79635
O -4.20573 0.74578 3.07302
C -5.59797 0.82819 3.01647
C -6.17570 0.98156 4.41289
O -5.62777 -0.00523 5.29351
C -6.20653 -1.30735 5.15440
C -7.46461 -1.50608 5.96787
O -7.21415 -1.61587 7.34137
C -6.76997 -0.50968 8.09372
H -2.57860 0.50820 1.78112
H -4.12572 0.89998 0.96203
H -3.91897 -0.68305 1.76923
H -5.97859 -0.08658 2.53291
H -6.03456 1.59849 2.36456
H -7.26641 0.97303 4.45412
H -5.81984 1.91142 4.85729
H -5.40070 -1.95811 5.50019
H -6.34099 -1.54175 4.09269
H -7.86822 -2.44700 5.59084
H -8.16590 -0.68704 5.77444
H -5.75346 -0.73071 8.41552
H -7.42664 -0.24892 8.92753
H -6.79862 0.39140 7.47111
```